DFT (ωB97M-V with the def2-TZVPD basis set) results for a cluster of 20 separate species, C63H159N7O20 in total at a distorted geometry.

Its HOMO-LUMO gap is 8.75 eV. For the lowest unoccupied orbital energy, the calculation gives 0.41 eV.

Each line ends with the Mulliken charge.
Positions of all 249 atoms, in Å:
O  5.48078  0.01314  -4.03831  -0.671
H  -3.30952  -2.33562  -0.06890  -0.698
H  -4.67343  -5.92202  -3.36726  0.337
C  -3.71364  1.20197  -4.26225  1.996
O  4.93872  2.73698  0.42670  -0.970
H  -0.17453  -3.66381  1.52318  0.150
C  1.45958  4.62751  0.87110  1.412
H  -1.20439  -1.39054  -0.91405  -0.651
H  0.34253  -0.56260  -3.24831  -0.555
H  3.70875  1.58363  -5.55882  0.714
H  -1.00423  3.00459  3.69172  0.089
O  0.38457  1.03369  -1.53708  1.853
H  -0.51599  5.17455  0.02131  0.196
C  -0.06027  -4.03330  3.69426  2.433
H  2.38808  3.14998  4.95513  0.384
C  1.57489  6.95019  -0.20838  -0.551
H  3.34963  3.46660  -2.73495  0.105
H  0.18584  -2.02424  -0.40231  -0.430
H  -0.27652  -6.42873  5.73417  0.372
H  -0.68391  4.57443  1.58771  0.478
H  -1.85828  -3.20726  -3.77926  -0.213
C  -3.07681  -0.50559  5.71392  -1.271
H  2.68926  -3.22274  3.37905  0.246
H  -2.11929  2.28367  2.48218  -0.328
H  4.40883  2.34453  3.56260  0.587
H  0.29379  -4.00355  -5.26439  0.272
O  1.63532  -3.77504  -1.30940  -0.512
H  2.90559  -2.18775  7.31768  0.203
C  2.06097  3.88446  2.08731  -1.978
H  -1.96631  2.40664  -0.75695  -0.673
H  1.64584  1.44442  5.08182  -0.551
H  3.02238  0.01294  1.22502  0.158
H  1.59621  3.91248  -5.39005  -0.304
H  1.27762  3.49871  -10.51072  0.475
H  -1.50225  -5.48345  4.43135  0.206
C  2.48246  6.38473  -1.30054  -1.535
H  1.00948  -2.69270  2.32935  -0.232
O  -0.46557  -1.31832  -0.21094  1.994
H  0.56141  -2.27222  4.74235  -0.883
H  -2.07579  -4.55209  3.01972  0.026
H  -4.84585  -1.10564  -1.29077  -0.670
C  2.64722  1.45496  -5.41859  -1.930
H  0.95711  -2.62125  -4.76826  0.181
H  -1.67030  1.92818  -7.13344  -0.223
H  -6.04003  -1.82771  -0.11538  0.558
C  -6.02616  1.64721  -3.04665  -0.910
H  -2.75313  -0.37018  -2.26127  -0.858
H  1.64331  -0.03658  -9.72022  0.447
H  -0.17493  3.47513  0.28410  -0.388
H  -3.22183  -6.70631  -3.15070  0.394
O  3.52563  -2.77290  3.44251  -0.820
O  -2.60223  0.01088  2.07290  0.957
C  1.03082  4.54087  -2.43342  -1.317
H  4.25051  -1.56475  -3.96370  0.196
H  -2.62644  2.47379  4.26441  0.554
H  2.86679  -0.69897  -2.77222  -0.286
H  -4.01981  4.44576  -1.71096  0.606
O  2.60668  -0.72802  5.32339  0.732
H  3.58449  6.47806  -1.03365  0.383
H  -5.25221  0.99609  -1.15855  0.083
H  1.88991  -0.46370  8.66218  0.632
C  -1.82268  2.25195  3.53701  -1.019
C  1.43317  3.47127  -9.45238  -1.682
O  5.61152  0.72524  -1.32263  -0.638
C  -5.22322  0.72422  -3.97487  -1.083
H  0.54151  6.85609  -0.56106  0.315
H  3.89853  2.89992  7.72068  0.293
H  -4.22187  -2.05690  2.78768  -0.039
C  -0.62250  2.29878  -7.35519  0.001
H  -3.19256  1.27356  -0.11298  -0.103
H  3.38796  -6.29508  5.98016  0.474
C  -5.54150  -1.91137  -1.10711  -1.446
H  -5.47165  -5.34499  -0.57710  0.399
H  2.39954  3.97451  -9.31997  0.216
H  1.90059  2.83660  1.99531  -0.113
C  3.02172  -6.03517  4.98339  -2.083
H  -2.63729  1.55521  6.12354  0.383
O  3.46342  1.90124  -8.12893  -0.494
H  3.57997  -2.29653  2.58347  0.243
O  2.87137  -0.05102  -2.02481  -0.099
C  -3.89255  -1.91915  3.82981  -0.953
C  -5.21665  1.90517  -1.77136  -1.209
C  -3.43385  -0.49639  4.21139  1.575
H  2.38510  6.91312  -2.23363  0.392
C  4.84433  2.15694  6.01398  -1.289
C  -1.17247  -4.99881  3.50886  -2.040
C  -4.90468  -3.31609  -1.15299  2.038
C  1.81849  2.13843  -6.42608  2.278
H  -1.80776  0.48327  7.24987  0.455
H  4.00492  2.71543  0.73433  0.014
O  2.11075  2.71820  -0.46993  2.734
H  3.03586  -1.53916  4.94812  0.221
H  -6.76175  -4.10967  -0.37836  0.474
H  1.35136  4.79673  -3.46515  0.000
H  5.73553  1.59932  5.84821  0.466
H  1.57449  4.28310  2.99725  0.702
H  0.48804  -7.47972  4.55093  0.277
H  0.11862  0.73055  -6.01509  0.316
H  -5.52217  -4.12539  -3.52597  0.318
H  -0.22935  1.28531  1.86997  -0.375
H  -3.30375  -5.40662  0.10725  0.671
H  0.99830  6.44409  1.85365  0.436
C  2.03051  0.18738  7.82542  -1.778
H  -2.63249  -1.48106  5.85858  0.305
C  3.68110  1.40955  5.31093  1.830
C  -3.14911  -4.51136  -2.66212  1.482
H  -0.78886  -5.74867  2.83723  0.678
H  -0.12098  1.40456  5.54418  0.246
H  3.06958  4.20646  2.16504  0.649
C  2.34426  2.17559  5.51191  -1.036
C  4.14143  1.33189  3.83946  -1.674
H  4.88472  3.10628  5.42168  0.417
H  -1.68002  -5.46311  -1.52948  0.697
H  -4.72449  0.47354  2.77311  0.101
H  2.15459  -5.20086  2.32198  0.307
C  -2.97134  0.09202  -4.95188  -0.852
O  3.19352  -0.83531  0.81617  -0.182
H  -0.26417  0.66783  -8.75715  0.339
C  1.76923  0.99045  -10.02824  -1.972
H  -5.11077  -0.22790  -3.50855  -0.141
H  5.37289  0.24012  8.15498  0.433
H  4.91139  3.54813  -0.06213  0.401
C  -3.04650  2.18992  -0.62032  -1.374
H  -4.53248  3.81378  -3.29168  0.226
C  4.43730  0.83413  8.12391  -1.292
H  1.80528  8.03597  -0.00539  0.414
H  -2.11478  -0.58875  1.51739  -0.554
C  -3.84530  -5.89677  -2.70566  -1.620
H  3.70448  -5.19946  4.65167  0.232
H  0.03583  0.40240  -0.88834  -0.482
H  -6.40306  -4.68860  -1.90204  0.263
O  -5.01745  -3.29446  -3.57450  -0.738
H  4.68529  -1.81285  7.12818  0.542
H  -0.79262  3.37977  -7.40386  0.371
C  -0.03656  0.69674  2.77120  0.979
H  1.21687  1.10833  -11.03046  0.338
H  0.80782  1.14103  3.31402  -0.531
H  -2.84759  -2.00229  -2.33950  -1.180
O  0.21396  -1.44149  -3.67754  0.032
H  -5.42657  0.21363  4.33503  0.564
C  -0.87070  0.65729  5.23523  0.708
C  -2.21190  -4.50795  -1.42951  -1.044
C  -0.17256  -3.10162  4.95148  0.981
C  3.41840  -0.11272  7.30689  2.079
H  1.22356  -7.32045  6.10249  0.462
H  -5.67313  2.70708  -1.16355  0.505
C  -3.71909  2.40180  -5.16608  -1.449
H  1.88257  1.22865  8.12066  0.369
C  -0.16871  1.76261  -8.74388  -1.430
H  2.36728  1.89541  -4.46056  -0.030
H  5.07072  0.78919  3.72424  0.578
H  -1.49426  -3.70945  -1.59678  -0.462
C  0.69920  -6.73653  5.32339  -1.775
O  -1.79512  1.77593  -3.14005  0.672
H  -6.30034  -1.81427  -1.91479  0.507
C  3.75912  -1.58253  7.62644  -2.066
H  -3.03847  -4.16437  -4.77379  0.354
C  0.10887  -3.76012  6.29609  -1.168
H  -2.04912  -4.39989  0.67843  -0.641
O  1.12728  -3.56145  -4.99479  -0.688
C  -0.01429  4.47205  0.69876  -0.942
H  5.25926  0.93226  -3.84512  0.251
H  -2.90258  -0.80227  -4.32065  -0.712
H  -3.07542  -2.63893  3.98020  -0.097
C  -4.52177  0.49796  3.83378  -1.596
H  1.28628  0.68254  -1.70752  -0.637
C  -2.37902  -4.17577  -3.91753  -1.489
H  4.56328  4.55256  -1.82951  0.331
H  1.58900  -5.21909  7.15001  0.349
C  1.29855  2.01957  -8.97808  1.877
H  -4.16199  -6.12129  -1.68463  0.379
C  1.57632  -5.52594  5.06667  1.743
H  -1.64296  -4.94555  -4.11534  0.603
H  5.70721  -0.05645  -0.76333  0.298
C  3.57712  4.46596  -2.33603  -1.617
H  1.46512  -4.70614  -1.12085  0.232
C  1.95875  3.59624  -6.33822  -1.185
H  3.84285  -1.63038  8.69814  0.544
N  2.12965  1.64821  -7.77297  0.180
C  -2.09589  0.58817  6.19614  -1.324
H  2.07254  2.43028  6.55205  0.402
H  0.20314  -0.32717  2.49861  -1.074
H  -4.65071  -2.15705  4.61162  0.524
N  1.25845  -4.67287  3.92336  0.818
H  2.82277  1.01296  -10.23153  0.430
C  0.04046  -3.18723  2.48051  -0.697
H  -4.33397  -3.32526  0.92175  0.787
N  -2.16944  -0.33123  3.37897  0.372
H  1.31149  -0.08718  7.04031  -0.020
C  0.27784  1.80324  -6.16581  -0.858
H  -2.81300  4.00419  -2.93006  0.005
H  6.04848  -0.18372  -3.26183  0.344
C  1.69732  6.14372  1.08540  -1.650
C  -2.83064  -4.42394  -0.07996  -0.021
H  -6.93695  1.09699  -2.80883  0.599
H  5.32316  1.43001  -0.72365  0.334
H  -5.71924  0.57611  -4.93343  0.499
H  -6.18353  2.56059  -3.60122  0.365
H  2.71571  6.23415  1.47634  0.500
C  -3.79339  3.76300  -2.47803  -1.479
H  0.00992  2.27023  -5.22120  -0.270
H  3.65927  2.83853  -7.93423  0.381
H  3.14658  -6.87226  4.28003  0.393
H  5.61201  2.62474  8.01297  0.475
H  3.73225  0.39856  -2.03603  -0.131
H  -1.19644  1.26917  -2.56585  -0.804
H  0.74006  3.51221  -2.38143  0.181
H  -0.32308  -0.29036  5.35987  -1.097
H  -4.00013  -0.45594  6.30963  0.510
H  -1.08707  -2.53922  4.89424  -0.527
C  2.29813  4.85860  -1.55862  1.213
H  0.68455  4.16140  -9.03819  0.382
H  3.09969  -0.65147  -0.12803  0.212
H  1.26730  4.11758  -6.99770  0.352
N  3.69809  0.01767  5.87830  -0.369
C  4.72055  2.21642  7.49469  -0.682
H  3.53385  -2.60034  -4.85923  0.274
H  -0.75813  -2.43881  2.57709  0.178
H  -4.35237  1.57762  4.12976  0.229
H  -0.78060  2.15850  -9.58184  0.420
N  -4.09210  -3.39048  -2.45854  0.484
C  1.44755  -4.57283  6.26102  -1.923
H  3.39005  1.08439  3.04485  -0.613
H  2.51522  0.38293  -5.39327  0.259
N  -3.10281  1.34001  -2.88550  0.469
H  1.21291  2.49757  -0.63360  -0.583
H  -3.36430  2.97041  0.03768  1.009
C  -3.82229  -3.31353  -0.03112  -0.603
O  1.37281  -5.56246  2.75215  -0.686
H  -1.87860  0.27625  -5.03225  -0.619
H  1.56957  -3.76267  -2.28152  0.248
C  -1.26797  0.86205  3.72694  2.038
H  -0.71979  -4.45024  6.51176  0.480
H  3.00604  3.87295  -6.50129  0.611
N  2.29689  4.13943  -0.27385  0.341
C  -3.70592  2.29989  -1.96273  1.540
H  -4.60882  3.06208  -5.04531  0.403
H  -3.70689  2.07520  -6.22988  0.558
O  3.52680  -2.14524  -4.02509  -0.550
H  -3.44989  -0.08742  -5.89845  1.003
H  0.26538  5.27320  -2.12448  0.311
H  3.58749  5.18371  -3.17590  0.490
C  -5.90525  -4.40755  -0.97428  -1.682
H  2.30625  -3.95118  6.31367  0.366
H  -0.72659  -1.64150  -3.54465  -0.124
O  -2.30459  -1.27476  -2.04654  3.155
H  -2.88867  3.11734  -4.99025  0.002
H  0.17947  -2.94379  6.97590  0.736
H  4.15704  0.97771  9.19108  0.260

---

DFT (ωB97M-V with the def2-TZVPD basis set) results for a cluster of 2 separate species, C9H14NO2 in total at a distorted geometry.

Its HOMO-LUMO gap is 4.65 eV. As for the charge: -1. For the lowest unoccupied orbital energy, the calculation gives 2.96 eV.

Each line ends with the natural charge from an NBO analysis.
Positions of all 26 atoms, in Å:
C  -0.03650  -2.36351  -1.00099  -0.610
N  1.81743  0.15252  -2.48847  -0.600
H  -0.81440  -1.29197  0.65336  0.178
C  0.05072  -1.30114  0.06660  -0.194
H  1.16595  0.78266  1.83573  0.198
C  1.20537  -1.76628  0.95376  -0.617
H  -0.60621  -1.97715  -1.83018  0.215
C  0.95671  1.67375  1.28912  -0.620
H  -0.91145  0.99627  0.93889  0.160
C  -0.36196  2.50667  -0.63518  -0.639
H  0.65277  2.93782  -0.60207  0.205
H  1.81183  1.95384  0.66540  0.192
H  1.27011  -2.81819  0.86336  0.177
O  -3.19237  -0.94383  0.86184  -0.522
O  -3.61150  0.95289  -0.48774  -0.529
H  -1.22825  3.03453  -0.41010  0.198
H  -0.40164  -3.23510  -0.42752  0.182
H  0.98092  -2.55173  -1.40142  0.206
H  2.18940  -1.40111  0.68877  0.207
C  -3.33477  -0.02154  0.14830  1.045
H  0.67278  2.53894  1.88627  0.172
C  0.26425  0.10146  -0.53617  -0.505
C  -0.13030  1.28920  0.25167  -0.178
C  1.21744  0.18045  -1.47569  0.267
H  -0.55239  2.06114  -1.69019  0.228
H  0.92607  -1.49057  1.88265  0.184

---

Quick rundown of energy above the lowest of the compared OMol25 structures with the same formula, charge and spin, same order as above: 0.0, 0.0 kcal/mol
Quick rundown of HOMO energy, same order as above: -8.343, -1.691 eV